Entry 1:
C2H2BrClN2O3 | ωB97M-V/def2-TZVPD

Values from the calculation:
- Energy above the lowest of the compared OMol25 structures with the same formula, charge and spin: 23.0 kcal/mol
- HOMO energy (alpha / beta): -9.0802 / -9.0795 eV
- SMILES string: [O-]/[N+](O)=C(\Cl)Br.N=C=O
- Electronic energy: -93789.5144 eV

```
! RIJCOSX wB97M-V def2-TZVPD def2/J DEFGRID3
* xyz 0 1
C 0.70 1.33 -1.57
C 2.22 0.25 0.78
N 0.25 0.23 -1.68
N 1.03 -0.33 0.80
O 1.41 2.26 -1.47
O 0.88 -1.67 0.34
O 0.09 0.00 1.52
Cl 2.40 1.83 1.45
Br 3.48 -0.37 -0.49
H 0.23 -2.03 0.97
H -0.56 -0.42 -1.75
*
```

Results of the Mulliken charge analysis, in e, for atoms 1 through 5:
1. C 0.60
2. C 0.09
3. N -0.37
4. N 0.64
5. O -0.44

***

Entry 2:
C4H11N2O | ωB97M-V/def2-TZVPD

Values from the calculation:
- Energy above the lowest of the compared OMol25 structures with the same formula, charge and spin: 55.0 kcal/mol
- <S²>: 0.75
- HOMO energy (alpha / beta): 4.3146 / 0.6661 eV
- Electronic energy: -9347.1298 eV

```
! RIJCOSX wB97M-V def2-TZVPD def2/J DEFGRID3
* xyz -2 2
N -0.23 -0.10 2.43
C 0.36 1.19 1.85
C 0.39 1.24 0.25
N 1.25 0.27 -0.46
C 0.64 -0.48 -1.67
C -0.60 -1.38 -1.33
O -1.86 -0.74 -1.12
H 0.50 -0.93 2.43
H -0.98 -0.46 1.75
H -0.32 2.06 2.13
H 1.46 1.13 2.02
H 0.47 2.36 -0.04
H -0.73 1.09 0.05
H 2.00 0.97 -0.92
H 1.37 -1.26 -1.83
H 0.51 0.28 -2.48
H -0.79 -2.02 -2.16
H -0.48 -1.95 -0.40
*
```

Results of the Mulliken charge analysis, in e, for atoms 1 through 5:
1. N -0.54
2. C -2.54
3. C -1.93
4. N 0.32
5. C -1.42